Entry 1:
{
  "formula": "C3H5NO2",
  "method": "the ωB97M-V functional and the def2-TZVPD basis",
  "symbols": ["C", "C", "O", "N", "C", "O", "H", "H", "H", "H", "H"],
  "xyz": [[0.639, 0.777, -1.035], [0.143, 0.869, 0.382], [0.302, 1.837, 1.086], [-0.615, -0.195, 0.862], [-0.582, -1.508, 0.487], [-0.994, -2.397, 1.187], [1.289, 1.622, -1.234], [1.149, -0.152, -1.246], [-0.184, 0.849, -1.754], [-1.050, -0.013, 1.756], [-0.097, -1.688, -0.491]],
  "smiles": "CC(=O)NC=O",
  "e_homo_ev": -10.50,
  "relative_energy_kj_mol": 12.1,
  "lumo_ev": 0.7,
  "gap_ev": 11.2489,
  "energy_ha": -322.56972,
  "charge": 0
}

***

Entry 2:
{
  "formula": "C3H5NO2",
  "method": "the ωB97M-V functional and the def2-TZVPD basis",
  "symbols": ["O", "C", "N", "C", "C", "O", "H", "H", "H", "H", "H"],
  "xyz": [[1.497, -2.443, 1.129], [0.502, -1.896, 0.826], [-0.574, -1.419, 0.549], [-0.933, -0.143, -0.034], [0.311, 0.710, -0.235], [-0.048, 1.876, -0.933], [-1.646, 0.362, 0.625], [-1.432, -0.309, -0.994], [0.742, 0.937, 0.753], [1.049, 0.111, -0.792], [0.753, 2.397, -1.065]],
  "smiles": "O=C=NCCO",
  "e_homo_ev": -10.44,
  "relative_energy_kj_mol": 92.4,
  "lumo_ev": 0.7,
  "gap_ev": 11.1218,
  "energy_ha": -322.53915,
  "charge": 0
}